# 1
ORCA calculation (ωB97M-V/def2-TZVPD) on a 2-piece molecular cluster, C4H6IN overall.

**LUMO**: 0.712 eV
**Molar mass**: 195.0 g/mol
**HOMO-LUMO gap**: 8.49 eV
**ΔE to the lowest compared entry with this formula, charge and spin**: 3.526 eV
**Electronic energy**: -13831.632 eV

```
! RIJCOSX wB97M-V def2-TZVPD def2/J DEFGRID3
* xyz 0 1
C -0.728 0.495 1.671
C 0.436 -0.891 -1.645
C 0.318 2.272 0.343
C 0.311 -1.761 -0.648
N -0.141 1.476 1.104
I -1.145 0.082 -2.579
H -1.566 0.748 2.391
H -0.309 -0.440 1.719
H 1.265 -0.695 -2.389
H -0.615 -1.950 -0.228
H 1.103 -2.423 -0.221
H 1.072 3.087 0.482
*
```



# 2
ORCA calculation (ωB97M-V/def2-TZVPD) on an isolated molecule of C19H26N4O5S.

**LUMO**: 0.072 eV
**Molar mass**: 422.5 g/mol
**HOMO-LUMO gap**: 9.17 eV
**ΔE to the lowest compared entry with this formula, charge and spin**: 0.023 eV
**Electronic energy**: -47160.233 eV
**SMILES string**: CC1CCN(C(=O)CCNS(=O)(=O)c2ccc3c(c2)c(=O)n(C)c(=O)n3C)CC1

```
! RIJCOSX wB97M-V def2-TZVPD def2/J DEFGRID3
* xyz 0 1
C -3.278 -3.555 -0.447
H -3.428 -4.308 0.323
H -3.500 -4.000 -1.415
H -2.234 -3.251 -0.437
C -4.170 -2.344 -0.194
C -3.876 -1.730 1.176
C -4.714 -0.473 1.389
N -4.450 0.492 0.336
C -3.797 1.622 0.642
O -3.469 1.898 1.790
C -3.430 2.610 -0.459
C -2.002 2.319 -0.945
N -1.105 1.964 0.141
S -0.505 0.406 0.159
O -0.831 -0.256 1.387
O -0.862 -0.254 -1.069
C 1.265 0.674 0.132
C 2.086 -0.426 0.210
C 3.470 -0.267 0.179
C 4.031 1.015 0.071
C 3.174 2.120 -0.010
C 1.805 1.944 0.018
H 1.141 2.791 -0.043
H 3.573 3.117 -0.095
N 5.398 1.153 0.047
C 6.259 0.072 0.122
O 7.462 0.211 0.100
N 5.685 -1.178 0.223
C 4.328 -1.454 0.258
O 3.914 -2.588 0.346
C 6.619 -2.290 0.297
H 7.246 -2.304 -0.594
H 7.259 -2.176 1.171
H 6.036 -3.205 0.368
C 6.007 2.464 -0.057
H 5.715 2.949 -0.989
H 7.087 2.320 -0.051
H 5.723 3.086 0.792
H 1.673 -1.418 0.299
H -1.496 2.184 1.052
H -1.992 1.482 -1.647
H -1.599 3.203 -1.455
H -3.447 3.596 0.010
H -4.124 2.614 -1.297
C -4.767 -0.022 -0.976
H -4.580 0.726 -1.744
C -3.949 -1.282 -1.271
H -4.237 -1.670 -2.250
H -2.889 -1.026 -1.303
H -5.837 -0.269 -0.988
H -4.466 -0.001 2.341
H -5.783 -0.717 1.371
H -4.097 -2.447 1.968
H -2.819 -1.464 1.240
H -5.221 -2.662 -0.220
*
```